[1]
{"formula": "C5H11NO5S", "method": "ωB97M-V/def2-TZVPD", "charge": 0, "energy_ev": -27924.568, "lumo_energy_ev": -0.939, "gap_ev": 9.396, "symbols": ["C", "C", "C", "C", "C", "N", "O", "O", "O", "O", "O", "S", "H", "H", "H", "H", "H", "H", "H", "H", "H", "H", "H"], "xyz": [[2.0639, 0.3004, 0.1337], [1.2153, -3.5889, -0.0632], [0.0680, -2.6624, 0.5424], [1.2199, 1.1474, -0.8207], [0.6118, -1.4514, 1.1318], [-0.2353, 0.8821, -0.4963], [0.2817, -0.9215, 2.1554], [2.1562, 0.8965, 1.4571], [-3.4108, 3.5016, 2.1531], [-4.3032, 2.7902, 0.0089], [1.4908, -1.0064, 0.2024], [-3.6108, 2.4584, 1.2507], [3.1873, -0.0349, -0.1743], [0.5974, -4.3996, -0.5184], [2.0324, -3.8465, 0.6075], [1.6251, -3.0222, -0.9773], [-0.6561, -3.2261, 1.2263], [-0.4911, -2.4339, -0.3552], [1.4889, 2.1906, -0.7377], [1.6158, 0.9750, -1.8602], [1.4272, 0.6014, 2.0271], [-0.4209, -0.0073, -0.9522], [-0.7643, 1.4250, -1.1407]], "nbo_charge": [0.3841, -0.5940, -0.5079, -0.2868, 0.8096, -0.8098, -0.5866, -0.7540, -0.8272, -0.8368, -0.5594, 1.6651, 0.1853, 0.2127, 0.2198, 0.2173, 0.2291, 0.2292, 0.2197, 0.1810, 0.5073, 0.3452, 0.3571]}

=====

[2]
{"formula": "C53H131N9O15", "method": "ωB97M-V/def2-TZVPD", "charge": 0, "energy_ev": -101192.703, "lumo_energy_ev": 0.269, "gap_ev": 8.415, "symbols": ["C", "C", "C", "C", "C", "C", "C", "C", "C", "N", "O", "H", "H", "H", "H", "H", "H", "H", "H", "H", "H", "H", "H", "H", "H", "H", "H", "H", "H", "H", "C", "O", "C", "C", "C", "N", "H", "H", "H", "H", "H", "H", "H", "H", "H", "H", "H", "C", "O", "C", "C", "C", "N", "H", "H", "H", "H", "H", "H", "H", "H", "H", "H", "H", "C", "O", "C", "C", "N", "C", "C", "O", "C", "H", "H", "H", "H", "H", "H", "H", "H", "H", "H", "H", "H", "H", "H", "H", "C", "O", "C", "C", "N", "C", "C", "O", "C", "H", "H", "H", "H", "H", "H", "H", "H", "H", "H", "H", "H", "H", "H", "H", "C", "O", "C", "C", "N", "C", "C", "O", "C", "H", "H", "H", "H", "H", "H", "H", "H", "H", "H", "H", "H", "H", "H", "H", "C", "O", "C", "C", "N", "C", "C", "O", "C", "H", "H", "H", "H", "H", "H", "H", "H", "H", "H", "H", "H", "H", "H", "H", "C", "O", "C", "C", "N", "C", "C", "O", "C", "H", "H", "H", "H", "H", "H", "H", "H", "H", "H", "H", "H", "H", "H", "H", "C", "O", "C", "C", "N", "C", "C", "O", "C", "H", "H", "H", "H", "H", "H", "H", "H", "H", "H", "H", "H", "H", "H", "H"], "xyz": [[-6.7107, 7.5032, 6.5262], [-6.0551, 6.3943, 5.6560], [-6.3593, 6.6201, 4.1785], [-4.5617, 6.6023, 5.9318], [-3.6353, 5.4068, 5.6654], [-4.1680, 4.1816, 6.2833], [-5.6332, 3.8877, 5.9404], [-5.7813, 3.2820, 4.5180], [-6.0634, 2.8147, 7.0034], [-6.4951, 5.0933, 6.1360], [-7.8811, 4.8693, 6.0094], [-6.4793, 7.4801, 7.5912], [-6.4191, 8.5083, 6.2214], [-7.7892, 7.4035, 6.4038], [-6.0434, 7.6193, 3.8786], [-5.8379, 5.9128, 3.5335], [-7.4133, 6.5187, 3.9199], [-4.0720, 7.2934, 5.2456], [-4.3190, 6.9759, 6.9266], [-3.4705, 5.3354, 4.5903], [-2.6897, 5.7118, 6.1136], [-4.1126, 4.3084, 7.3645], [-3.4875, 3.3789, 5.9993], [-6.7898, 3.0035, 4.2123], [-5.2727, 2.3206, 4.5900], [-5.2798, 3.8712, 3.7503], [-5.4808, 1.8979, 6.9123], [-7.1113, 2.5146, 6.9998], [-5.7301, 3.1563, 7.9834], [-8.1239, 5.0521, 6.9201], [3.5781, 4.7189, -4.7879], [3.2113, 4.1490, -6.0427], [4.1631, 3.8261, -6.9941], [4.9854, 5.0153, -7.4070], [4.2187, 6.1735, -8.0649], [5.8116, 4.5869, -8.5452], [4.0614, 3.9081, -4.2427], [2.7376, 5.0249, -4.1649], [4.2791, 5.5412, -4.9309], [4.8467, 3.0768, -6.5950], [3.7319, 3.3099, -7.8518], [5.7499, 5.3113, -6.6886], [3.6487, 6.6152, -7.2476], [3.5045, 5.9568, -8.8593], [4.8439, 6.9622, -8.4834], [6.2091, 3.6650, -8.4345], [5.2996, 4.5076, -9.4122], [0.4843, 2.0878, 0.9192], [1.6929, 1.2983, 0.8859], [1.5148, -0.0014, 0.2127], [2.8108, -0.8428, 0.3155], [4.0978, -0.1452, -0.1786], [2.6416, -2.0682, -0.3957], [-0.3019, 1.4009, 1.2326], [0.2480, 2.4944, -0.0642], [0.5853, 2.9347, 1.5980], [0.7501, -0.5689, 0.7431], [1.3136, 0.2860, -0.8193], [3.1025, -1.1093, 1.3313], [4.9739, -0.7891, -0.1016], [4.2416, 0.7931, 0.3572], [3.9649, 0.1290, -1.2251], [2.6315, -1.7803, -1.3638], [3.4702, -2.6454, -0.3770], [-7.9792, -10.9172, 3.1739], [-7.4630, -9.6114, 3.3912], [-7.2093, -9.3168, 4.7832], [-6.5859, -7.8769, 4.8287], [-5.2838, -7.7818, 4.1246], [-4.8604, -6.3987, 3.9372], [-3.3226, -6.4377, 3.8952], [-2.7043, -7.1407, 2.8468], [-1.3164, -6.9256, 2.6746], [-8.2897, -10.9496, 2.1295], [-8.8058, -11.1179, 3.8555], [-7.1904, -11.6685, 3.2128], [-6.4704, -9.9066, 5.3256], [-8.1550, -9.3437, 5.3244], [-6.5040, -7.5063, 5.8505], [-7.2439, -7.1892, 4.2975], [-5.4105, -8.3030, 3.2688], [-5.1753, -5.8128, 4.8006], [-5.3914, -5.9315, 3.1078], [-2.8531, -6.7549, 4.8263], [-3.0511, -5.3841, 3.8290], [-0.6649, -7.5744, 3.2599], [-0.9049, -5.9367, 2.8765], [-1.1280, -7.0629, 1.6098], [6.8946, -8.9586, -0.9186], [8.0201, -9.7706, -1.1337], [7.7100, -11.1495, -0.9588], [8.6112, -12.1989, -1.6160], [9.0918, -13.2762, -0.7576], [9.5886, -14.3816, -1.5998], [10.0402, -15.6339, -0.8364], [10.2799, -16.7541, -1.6701], [10.9326, -17.8312, -0.9739], [6.1319, -9.2029, -1.6579], [7.0238, -7.8765, -0.8989], [6.4105, -9.1278, 0.0432], [6.7050, -11.4161, -1.2859], [7.7964, -11.3216, 0.1140], [9.4659, -11.6303, -1.9821], [8.1537, -12.6032, -2.5190], [8.3326, -13.6259, -0.1905], [10.4542, -14.0885, -2.1939], [8.7644, -14.6749, -2.2501], [9.2988, -15.8280, -0.0613], [10.9541, -15.2876, -0.3537], [10.3227, -18.3051, -0.2049], [11.8451, -17.4529, -0.5131], [11.3327, -18.5826, -1.6547], [10.8927, 1.6020, -0.8199], [10.8896, 0.5187, -1.6515], [9.6246, 0.2913, -2.2781], [9.4214, -1.0709, -2.9714], [8.1916, -1.0918, -3.7426], [7.8245, -2.3503, -4.3860], [6.5308, -2.1292, -5.1655], [5.3833, -1.8979, -4.3027], [4.1574, -1.5532, -4.9116], [11.8423, 1.7970, -0.3216], [10.1456, 1.4295, -0.0452], [10.8020, 2.4719, -1.4704], [9.3697, 1.0977, -2.9657], [8.8609, 0.3290, -1.5012], [9.4412, -1.8088, -2.1693], [10.3107, -1.1896, -3.5905], [7.3921, -0.6519, -3.3098], [7.6877, -3.2265, -3.7522], [8.5295, -2.6299, -5.1688], [6.3787, -2.9949, -5.8101], [6.6843, -1.2465, -5.7863], [3.3316, -1.5777, -4.2005], [3.8310, -2.2340, -5.6978], [4.3483, -0.5503, -5.2937], [-2.1291, 10.0679, 11.1752], [-0.8034, 9.6785, 10.8323], [0.1901, 10.3058, 11.6526], [1.6355, 10.2983, 11.0079], [1.7034, 10.9676, 9.6921], [2.8873, 10.8056, 8.9673], [3.1401, 9.4411, 8.3428], [2.1442, 9.2562, 7.4112], [2.2706, 8.0558, 6.7311], [-2.8430, 9.5490, 10.5355], [-2.3829, 11.1226, 11.2815], [-2.4082, 9.6515, 12.1431], [0.2117, 9.8098, 12.6230], [-0.0718, 11.3435, 11.8592], [1.8470, 9.2425, 10.8391], [2.3886, 10.6226, 11.7261], [1.0081, 10.4210, 9.2044], [3.8229, 11.0044, 9.4900], [2.8880, 11.5326, 8.1551], [3.1069, 8.6567, 9.0989], [4.0729, 9.4470, 7.7789], [3.2649, 8.0036, 6.2874], [1.5657, 7.8994, 5.9146], [2.2133, 7.2183, 7.4264], [-9.5794, 8.4397, -7.7371], [-9.4197, 7.1989, -8.3303], [-8.3268, 6.4192, -7.8828], [-8.6296, 5.9595, -6.4747], [-7.8397, 4.7560, -6.1603], [-6.3909, 5.0183, -6.0613], [-5.7807, 4.2832, -4.7733], [-4.4636, 4.5518, -4.3821], [-3.4375, 4.0852, -5.2132], [-9.9647, 8.4178, -6.7177], [-10.2403, 9.0143, -8.3861], [-8.6189, 8.9470, -7.6456], [-7.3165, 6.8220, -7.9531], [-8.2990, 5.5898, -8.5896], [-9.6755, 5.6535, -6.4535], [-8.4777, 6.6485, -5.6438], [-7.9569, 4.0466, -6.8696], [-6.3545, 6.1016, -5.9461], [-5.8382, 4.7488, -6.9613], [-5.8849, 3.2099, -4.9321], [-6.2854, 4.6047, -3.8622], [-3.7634, 3.9352, -6.2425], [-2.9241, 3.1707, -4.9162], [-2.6775, 4.8663, -5.2303], [-4.3412, -4.2258, -8.7837], [-4.1817, -4.0996, -7.3786], [-2.8577, -4.4030, -7.0235], [-2.7218, -4.5207, -5.5059], [-2.7276, -3.2467, -4.8012], [-3.0605, -3.4982, -3.4013], [-3.3438, -2.2782, -2.6164], [-4.6492, -1.8483, -2.8347], [-5.1181, -0.8027, -1.9989], [-5.2628, -3.7042, -9.0421], [-4.4518, -5.2940, -8.9705], [-3.4994, -3.8759, -9.3812], [-2.1639, -3.6544, -7.4061], [-2.5387, -5.3058, -7.5445], [-1.8243, -5.0737, -5.2289], [-3.5774, -5.0973, -5.1545], [-3.5439, -2.7681, -5.1544], [-2.1669, -3.9103, -2.9325], [-3.9484, -4.1246, -3.3150], [-2.5767, -1.5152, -2.7485], [-3.2507, -2.4723, -1.5478], [-4.3452, -0.0530, -1.8297], [-5.3891, -1.1733, -1.0103], [-5.9414, -0.1903, -2.3666]], "lowdin_charge": [-0.0406, -0.5098, -0.0255, -0.1406, -0.2052, -0.1657, -0.4616, -0.0253, -0.0389, -0.1198, -0.0020, 0.0807, 0.0839, 0.0737, 0.0837, 0.0676, 0.0842, 0.1181, 0.1152, 0.1111, 0.1153, 0.1201, 0.1281, 0.0839, 0.0741, 0.0649, 0.0771, 0.0773, 0.0733, 0.1026, -0.0790, -0.1902, -0.2404, -0.4235, -0.0598, -0.0018, 0.0844, 0.0891, 0.0786, 0.1186, 0.1320, 0.1365, 0.0679, 0.0831, 0.0784, 0.0613, 0.0643, -0.0988, -0.2240, -0.1447, -0.4560, -0.0660, 0.0262, 0.0776, 0.0786, 0.0834, 0.1193, 0.1251, 0.1350, 0.0739, 0.0703, 0.0701, 0.0588, 0.0734, -0.1082, -0.2046, -0.1925, -0.2024, -0.0739, -0.1947, -0.2398, -0.1771, -0.1197, 0.0849, 0.0848, 0.0842, 0.1176, 0.1128, 0.1116, 0.1052, 0.1033, 0.1144, 0.1189, 0.1219, 0.1063, 0.0815, 0.0800, 0.0857, -0.1341, -0.1701, -0.2170, -0.2219, -0.0653, -0.2115, -0.2428, -0.1781, -0.0989, 0.0833, 0.0864, 0.0809, 0.1167, 0.1211, 0.1213, 0.1067, 0.1020, 0.1248, 0.1122, 0.1186, 0.1186, 0.0847, 0.0787, 0.0838, -0.1511, -0.1856, -0.2180, -0.2031, -0.0642, -0.2094, -0.2073, -0.2135, -0.1107, 0.0876, 0.0906, 0.0902, 0.1215, 0.1100, 0.1155, 0.1211, 0.1095, 0.1165, 0.1192, 0.1172, 0.1176, 0.0771, 0.0835, 0.0842, -0.1189, -0.1868, -0.1975, -0.1712, -0.0525, -0.2464, -0.2518, -0.1840, -0.1218, 0.0841, 0.0865, 0.0770, 0.1142, 0.1113, 0.0982, 0.1163, 0.0985, 0.1207, 0.1200, 0.1183, 0.1242, 0.0828, 0.0911, 0.0878, -0.1335, -0.1854, -0.2264, -0.2125, -0.0823, -0.1860, -0.2012, -0.1942, -0.1218, 0.0820, 0.0923, 0.0886, 0.1179, 0.1277, 0.1243, 0.1219, 0.0993, 0.1069, 0.1040, 0.1139, 0.1195, 0.0771, 0.0815, 0.0864, -0.1071, -0.1857, -0.2464, -0.2149, -0.0477, -0.2280, -0.2716, -0.1757, -0.1026, 0.0894, 0.0862, 0.0855, 0.1204, 0.1151, 0.1200, 0.1114, 0.1043, 0.1274, 0.1247, 0.1260, 0.1200, 0.0799, 0.0846, 0.0846]}

=====

[3]
{"formula": "C10H20N2PSV", "method": "ωB97M-V/def2-TZVPD", "charge": 1, "energy_ev": -59475.932, "lumo_energy_ev": [-3.834, -3.560], "gap_ev": [6.759, 6.669], "multiplicity": 2, "symbols": ["C", "C", "C", "C", "C", "V", "P", "H", "H", "H", "H", "H", "H", "H", "H", "C", "N", "C", "C", "S", "N", "C", "C", "H", "H", "H", "H", "H", "H", "H", "H", "H", "H", "H", "H"], "xyz": [[1.1249, -0.9491, -3.1400], [0.1056, -0.2256, -3.8774], [-1.2316, -0.6373, -3.6120], [-1.0869, -1.8528, -2.8920], [0.2946, -2.1365, -2.6960], [-0.2448, -0.4578, -1.7704], [-1.0022, 1.7991, -1.6926], [2.1776, -0.5758, -3.1374], [0.3700, 0.6005, -4.4960], [-2.1651, -0.1036, -3.7798], [0.4821, -3.0424, -2.2324], [-1.9579, -2.3840, -2.5305], [-2.1536, 2.1839, -0.9227], [-1.4444, 2.3818, -2.9276], [-0.1262, 2.8243, -1.1822], [-1.6435, -0.9634, 0.7193], [-0.6842, -0.2301, 1.5539], [-1.3192, 0.7408, 2.4105], [0.6613, -0.2173, 1.3440], [1.3756, -1.1373, 0.0488], [1.4450, 0.5450, 2.1901], [1.2424, 0.3476, 3.6487], [2.9023, 0.7073, 1.9208], [-2.5481, -0.9493, 1.3303], [-1.2850, -1.9827, 0.4798], [-1.9294, -0.4703, -0.2312], [-1.4554, 0.5255, 3.4934], [-0.8437, 1.7302, 2.3715], [-2.3357, 0.8311, 2.0113], [2.2026, 0.2229, 4.1847], [0.6954, 1.1791, 4.1073], [0.6400, -0.5574, 3.7802], [3.3724, -0.2786, 1.7808], [2.9649, 1.2721, 0.9932], [3.4001, 1.2601, 2.7515]], "mulliken_spin": [-0.0037, -0.0072, 0.0649, -0.0303, -0.0126, 0.9154, 0.0158, 0.0131, -0.0039, -0.0105, 0.0000, 0.0032, 0.0154, 0.0002, 0.0254, 0.0116, 0.0000, 0.0024, 0.0032, -0.0031, -0.0016, -0.0003, -0.0003, 0.0002, 0.0001, 0.0035, 0.0001, -0.0003, -0.0013, -0.0001, 0.0000, 0.0000, -0.0001, 0.0006, 0.0000]}

=====

[4]
{"formula": "C6H12O", "method": "ωB97M-V/def2-TZVPD", "charge": 0, "energy_ev": -8460.068, "lumo_energy_ev": -0.201, "gap_ev": 7.541, "symbols": ["C", "C", "C", "C", "C", "C", "H", "H", "H", "H", "H", "H", "H", "H", "H", "H", "O", "H", "H"], "xyz": [[-1.7062, 0.6846, 1.3366], [-1.6344, -0.6770, 1.3874], [-1.1642, -1.4452, 0.2503], [-0.9276, -2.9646, 0.5499], [-0.6156, -0.8977, -0.8472], [0.2679, -1.5199, -1.9198], [-0.9207, 1.1790, 0.7700], [-2.6242, 1.2599, 1.1392], [-1.8104, -1.1944, 2.3396], [0.0388, -3.2914, 0.1842], [-1.6663, -3.6690, 0.1918], [-0.9075, -2.9984, 1.6333], [-1.2530, -0.0488, -1.1333], [1.2837, -1.5864, -1.5255], [0.1260, -0.9689, -2.8485], [-0.0136, -2.5395, -2.1735], [4.2165, 5.5631, -0.2622], [4.7791, 5.4523, -1.0279], [3.9980, 4.6471, -0.0668]], "nbo_charge": [-0.4349, -0.1738, -0.0492, -0.6471, -0.1464, -0.6641, 0.1752, 0.2211, 0.2028, 0.2127, 0.2193, 0.2058, 0.2068, 0.2263, 0.2239, 0.2215, -0.9277, 0.4634, 0.4643]}